1.
Entry from the OMol25 dataset: the molecule C3H6N2O (ωB97M-V/def2-TZVPD).

Computed properties:
Total charge: 0
SMILES: C/N=C(\N)C=O
E_LUMO in eV: 0.322
Relative energy (zero: lowest compared OMol25 entry of this formula, charge and spin) in kJ/mol: 119.20
F_max in eV/Å: 0.54
Highest occupied orbital energy in eV: -9.61

CARTESIAN COORDINATES (ANGSTROEM)
C  -0.5492  1.3711  1.1223
N  -0.9568  0.3585  0.1700
C  -0.0488  -0.3531  -0.3743
N  1.3150  -0.3095  -0.2184
C  -0.5139  -1.3760  -1.3715
O  0.2466  -2.1415  -1.9187
H  0.4857  1.7174  0.9876
H  -1.2128  2.2356  1.0283
H  -0.6587  0.9884  2.1453
H  1.8059  -1.0448  -0.7082
H  1.6909  -0.0752  0.6853
H  -1.6037  -1.3710  -1.5478

Cartesian forces, eV/Å:
0.0 0.1 0.1
0.3 -0.2 -0.2
-0.1 0.1 0.1
0.0 0.0 0.1
0.2 -0.2 -0.2
-0.4 0.3 0.2
-0.1 0.0 0.0
0.1 -0.2 0.0
0.0 0.0 -0.1
-0.1 0.0 0.1
0.0 0.1 -0.1
0.1 0.0 0.0


2.
Entry from the OMol25 dataset: the molecule C3H6N2O (ωB97M-V/def2-TZVPD).

Computed properties:
Total charge: 0
SMILES: [H]/N=C(\C)NC=O
E_LUMO in eV: 0.760
Relative energy (zero: lowest compared OMol25 entry of this formula, charge and spin) in kJ/mol: 66.80
F_max in eV/Å: 0.51
Highest occupied orbital energy in eV: -9.88

CARTESIAN COORDINATES (ANGSTROEM)
H  0.1186  -0.4081  -2.5240
N  0.2832  0.3594  -1.8790
C  0.0525  0.0062  -0.6775
C  -0.3573  -1.3912  -0.2642
N  0.1744  1.0576  0.2422
C  0.2426  1.1921  1.6062
O  0.4011  2.2762  2.1248
H  -0.8970  -1.8314  -1.1094
H  -1.0130  -1.4322  0.6093
H  0.5156  -2.0267  -0.0781
H  0.3302  1.9339  -0.2433
H  0.1489  0.2643  2.1931

Cartesian forces, eV/Å:
0.1 0.0 0.0
-0.2 -0.2 0.2
0.0 0.1 -0.2
0.0 0.0 0.0
0.0 0.2 0.0
0.0 0.0 0.0
-0.1 -0.5 -0.1
0.1 0.1 0.2
0.1 0.1 -0.1
-0.1 0.2 0.1
0.0 0.0 0.0
0.0 0.0 -0.2


3.
Entry from the OMol25 dataset: the molecule C3H6N2O at a distorted geometry (ωB97M-V/def2-TZVPD).

Computed properties:
Total charge: 0
SMILES: [H]/N=C(\N)C(C)=O
E_LUMO in eV: 0.310
Relative energy (zero: lowest compared OMol25 entry of this formula, charge and spin) in kJ/mol: 214.47
F_max in eV/Å: 6.10
Highest occupied orbital energy in eV: -9.82

CARTESIAN COORDINATES (ANGSTROEM)
H  2.2121  1.1260  -0.0574
N  1.2195  1.2357  -0.1770
C  0.7768  0.0860  -0.0683
N  1.5506  -1.0217  0.2177
C  -0.7009  -0.3773  -0.0870
C  -1.6825  0.6758  0.0649
O  -0.9818  -1.5564  -0.1342
H  2.5171  -1.0597  0.0225
H  1.0983  -1.9359  -0.4147
H  -2.7234  0.4431  -0.5486
H  -1.9203  0.6662  1.2536
H  -1.3655  1.7184  -0.0715

Cartesian forces, eV/Å:
0.7 0.7 -0.1
-0.4 2.3 -0.1
-0.1 -3.4 0.4
-2.7 -4.9 -2.5
0.7 -0.1 -0.3
-4.3 1.0 1.6
0.3 0.6 -0.3
1.2 0.8 -0.2
1.4 3.3 2.9
2.8 0.5 1.8
0.2 -0.2 -2.6
0.2 -0.6 -0.4


4.
Entry from the OMol25 dataset: the molecule C3H6N2O at a distorted geometry (ωB97M-V/def2-TZVPD).

Computed properties:
Total charge: 0
E_LUMO (spin up / spin down) in eV: -0.156 / 0.214
Relative energy (zero: lowest compared OMol25 entry of this formula, charge and spin) in kJ/mol: 591.74
F_max in eV/Å: 3.52
Highest occupied orbital energy (spin up / spin down) in eV: -8.57 / -8.14

CARTESIAN COORDINATES (ANGSTROEM)
C  0.4490  -0.7800  0.1066
C  1.8557  -1.0136  0.0375
C  -1.5591  0.5759  0.1011
N  2.2287  1.1934  -0.2243
N  -0.0765  0.3469  -0.1436
O  2.6495  -0.0148  0.1484
H  -0.1301  -1.6505  0.3194
H  2.3454  -1.9410  0.5278
H  -2.0174  -0.3230  0.6012
H  -1.5732  1.3834  0.7708
H  -2.1301  0.7030  -0.8261
H  2.9899  1.7680  0.1479

Cartesian forces, eV/Å:
-0.2 -0.3 -0.9
-0.1 -2.3 1.9
1.5 -3.2 -0.2
0.5 0.4 -0.1
-2.1 1.0 -0.3
1.4 1.2 -0.1
-0.6 -0.8 0.5
-1.1 1.5 -1.3
0.3 0.7 -0.2
-0.5 1.3 0.6
0.5 0.5 0.1
0.2 0.0 0.0


5.
Entry from the OMol25 dataset: the molecule C3H6N2O (ωB97M-V/def2-TZVPD).

Computed properties:
Total charge: 0
SMILES: [H]/N=C/N(C)C=O
E_LUMO in eV: 0.794
Relative energy (zero: lowest compared OMol25 entry of this formula, charge and spin) in kJ/mol: 103.22
F_max in eV/Å: 0.40
Highest occupied orbital energy in eV: -9.83

CARTESIAN COORDINATES (ANGSTROEM)
H  1.3787  2.5869  -0.2491
N  0.7491  1.9117  0.1821
C  0.7650  0.8328  -0.4765
N  -0.0208  -0.2720  -0.1140
C  -0.3024  -0.5759  1.2799
C  -0.7505  -0.8888  -1.1015
O  -1.6018  -1.7292  -0.9153
H  1.3884  0.6483  -1.3559
H  -0.9803  -1.4302  1.2814
H  -0.7642  0.2737  1.7865
H  0.6280  -0.8424  1.7905
H  -0.4893  -0.5150  -2.1081

Cartesian forces, eV/Å:
0.0 -0.1 0.2
0.2 -0.3 -0.1
0.0 0.2 0.0
-0.1 0.0 -0.1
-0.1 0.0 0.2
-0.1 -0.2 0.0
0.3 0.2 -0.1
-0.2 0.1 -0.1
0.1 0.2 0.1
0.0 -0.1 -0.1
-0.1 0.1 -0.1
0.0 -0.1 0.1


6.
Entry from the OMol25 dataset: the molecule C3H6N2O at a distorted geometry (ωB97M-V/def2-TZVPD).

Computed properties:
Total charge: 0
SMILES: [H]/N=C1\CCON1
E_LUMO in eV: 0.890
Relative energy (zero: lowest compared OMol25 entry of this formula, charge and spin) in kJ/mol: 378.16
F_max in eV/Å: 5.71
Highest occupied orbital energy in eV: -8.77

CARTESIAN COORDINATES (ANGSTROEM)
H  2.5524  0.6210  -0.2063
N  2.1010  -0.3905  -0.1476
C  0.8541  -0.3118  0.1447
C  -0.0206  0.8038  0.3109
C  -1.3138  0.2554  -0.1783
O  -1.2217  -1.0448  0.0447
N  0.0444  -1.4825  0.2552
H  0.3739  1.6321  -0.2392
H  0.0638  0.8629  1.3964
H  -2.2878  0.6326  0.2966
H  -1.4540  0.6995  -1.2716
H  0.3081  -2.2777  -0.4056

Cartesian forces, eV/Å:
-1.3 -2.6 0.2
0.2 2.4 0.3
2.8 -3.0 -1.9
-0.1 1.2 1.3
-2.3 5.0 -1.6
-3.4 -3.8 -0.2
3.2 -0.7 -0.7
0.0 0.8 0.2
-0.6 1.1 0.3
1.5 -0.4 -0.2
0.4 -1.6 1.3
-0.5 1.7 1.0


7.
Entry from the OMol25 dataset: the molecule C3H6N2O (ωB97M-V/def2-TZVPD).

Computed properties:
Total charge: 0
SMILES: C/N=C(\N)C=O
E_LUMO in eV: 0.277
Relative energy (zero: lowest compared OMol25 entry of this formula, charge and spin) in kJ/mol: 119.93
F_max in eV/Å: 0.63
Highest occupied orbital energy in eV: -9.68

CARTESIAN COORDINATES (ANGSTROEM)
C  -0.3289  0.8041  1.6332
N  0.6540  0.1261  0.8131
C  0.2692  -0.2862  -0.3306
N  -0.9736  -0.1851  -0.9157
C  1.2855  -1.0136  -1.1627
O  1.0449  -1.3916  -2.2881
H  -1.3484  0.4197  1.4795
H  -0.0655  0.6865  2.6883
H  -0.3318  1.8809  1.4141
H  -1.0022  -0.5700  -1.8515
H  -1.4662  0.6888  -0.8086
H  2.2631  -1.1595  -0.6711

Cartesian forces, eV/Å:
-0.1 0.1 0.1
-0.1 -0.1 -0.3
0.1 0.1 0.1
0.0 0.1 0.0
0.0 -0.2 -0.4
0.1 0.1 0.6
0.1 0.0 0.0
0.0 0.0 -0.2
0.0 -0.1 0.0
0.0 0.1 0.0
0.0 -0.2 0.1
-0.1 0.0 0.0


8.
Entry from the OMol25 dataset: the molecule C3H6N2O at a distorted geometry (ωB97M-V/def2-TZVPD).

Computed properties:
Total charge: 0
SMILES: CCNN=C=O
E_LUMO in eV: 0.407
Relative energy (zero: lowest compared OMol25 entry of this formula, charge and spin) in kJ/mol: 300.30
F_max in eV/Å: 3.03
Highest occupied orbital energy in eV: -8.88

CARTESIAN COORDINATES (ANGSTROEM)
C  0.6388  -1.2467  0.0606
C  0.8167  0.2555  -0.0803
N  -0.0812  0.8476  -1.0134
N  -1.3283  1.0611  -0.4983
C  -1.6804  0.7042  0.6492
O  -2.5292  0.3503  1.3822
H  -0.3346  -1.4942  0.4792
H  0.7604  -1.7408  -0.9020
H  1.3819  -1.6354  0.7561
H  1.8327  0.4997  -0.3894
H  0.2617  0.6832  0.9712
H  0.2615  1.7154  -1.4151

Cartesian forces, eV/Å:
0.2 -0.1 -0.1
-1.9 0.0 2.1
-0.2 0.6 -0.9
0.4 -0.2 0.6
-2.1 0.3 -1.6
1.1 0.0 0.6
-0.1 -0.1 -0.1
0.0 -0.1 0.0
0.1 0.0 0.0
0.0 0.3 0.7
2.6 -0.4 -1.5
-0.1 -0.2 0.2


9.
Entry from the OMol25 dataset: the molecule C3H6N2O at a distorted geometry (ωB97M-V/def2-TZVPD).

Computed properties:
Total charge: 0
SMILES: C/N=C\NC=O
E_LUMO in eV: 0.889
Relative energy (zero: lowest compared OMol25 entry of this formula, charge and spin) in kJ/mol: 356.89
F_max in eV/Å: 2.82
Highest occupied orbital energy in eV: -9.73

CARTESIAN COORDINATES (ANGSTROEM)
C  -1.4680  0.0732  0.1711
N  -0.8339  0.0262  -1.5057
C  0.3722  -0.2953  -1.3328
N  0.7600  -0.4943  0.0125
C  1.3323  0.4683  0.7706
O  1.5606  0.3378  1.9539
H  -1.1043  -0.1298  1.2306
H  -1.6991  1.1231  0.1410
H  -2.2566  -0.6286  -0.0176
H  1.1963  -0.4673  -2.0342
H  0.5952  -1.3999  0.4214
H  1.5452  1.3867  0.1893

Cartesian forces, eV/Å:
-0.8 0.3 -1.5
0.2 -0.4 2.8
-0.1 0.0 0.7
2.5 -0.6 -0.1
0.3 -0.2 0.1
-0.1 0.2 -0.1
0.5 0.0 -1.8
-0.9 0.2 0.0
-0.9 0.3 0.0
-0.7 0.3 -0.5
0.1 0.0 0.2
0.0 0.0 0.2


10.
Entry from the OMol25 dataset: the molecule C3H6N2O at a distorted geometry (ωB97M-V/def2-TZVPD).

Computed properties:
Total charge: 0
SMILES: [H]/N=C/NC(C)=O
E_LUMO in eV: 0.543
Relative energy (zero: lowest compared OMol25 entry of this formula, charge and spin) in kJ/mol: 199.29
F_max in eV/Å: 3.59
Highest occupied orbital energy in eV: -9.79

CARTESIAN COORDINATES (ANGSTROEM)
H  -0.6190  2.7026  -2.0624
N  0.1007  2.4097  -1.4013
C  -0.3112  1.4212  -0.7201
N  0.5085  0.7954  0.2324
C  -0.0091  -0.3804  0.8515
C  0.3234  -1.9028  0.6769
O  -1.2022  -0.4294  1.0332
H  -1.2844  0.9324  -0.8107
H  1.4198  1.2272  0.3437
H  -0.5038  -2.3923  0.1063
H  1.2222  -1.9793  0.1009
H  0.3550  -2.4043  1.6492

Cartesian forces, eV/Å:
0.2 -0.1 0.2
-0.2 -0.3 0.3
0.1 0.1 0.1
0.1 -0.4 0.1
-2.3 -1.9 -2.1
1.4 0.4 -0.1
-1.4 2.2 1.3
0.1 0.1 0.0
0.0 -0.6 0.0
0.7 0.9 0.4
0.9 -0.7 0.0
0.4 0.2 -0.2


The highest F_max belongs to which entry? number 3


What did the tenth record say?
Entry from the OMol25 dataset: the molecule C3H6N2O at a distorted geometry (ωB97M-V/def2-TZVPD).

Computed properties:
Total charge: 0
SMILES: [H]/N=C/NC(C)=O
E_LUMO in eV: 0.543
Relative energy (zero: lowest compared OMol25 entry of this formula, charge and spin) in kJ/mol: 199.29
F_max in eV/Å: 3.59
Highest occupied orbital energy in eV: -9.79

CARTESIAN COORDINATES (ANGSTROEM)
H  -0.6190  2.7026  -2.0624
N  0.1007  2.4097  -1.4013
C  -0.3112  1.4212  -0.7201
N  0.5085  0.7954  0.2324
C  -0.0091  -0.3804  0.8515
C  0.3234  -1.9028  0.6769
O  -1.2022  -0.4294  1.0332
H  -1.2844  0.9324  -0.8107
H  1.4198  1.2272  0.3437
H  -0.5038  -2.3923  0.1063
H  1.2222  -1.9793  0.1009
H  0.3550  -2.4043  1.6492

Cartesian forces, eV/Å:
0.2 -0.1 0.2
-0.2 -0.3 0.3
0.1 0.1 0.1
0.1 -0.4 0.1
-2.3 -1.9 -2.1
1.4 0.4 -0.1
-1.4 2.2 1.3
0.1 0.1 0.0
0.0 -0.6 0.0
0.7 0.9 0.4
0.9 -0.7 0.0
0.4 0.2 -0.2


Number 7 is which compound? C3H6N2O


The lowest F_max belongs to which entry? number 5